Computed, not measured: C5H7NO3S in the gas phase at a distorted geometry, with ωB97M-V/def2-TZVPD.

```
17
Properties=species:S:1:pos:R:3:mulliken_charge:R:1
C 0.52027 -1.54634 -0.92955 0.33
C -0.97314 -1.58632 -0.98989 -0.29
C 0.40243 1.55087 -0.21729 -0.76
C 1.29033 0.50888 0.48452 -0.47
C -0.93599 -0.58011 0.22666 -0.28
N 0.57850 -0.69207 0.17437 0.00
O 1.37658 -2.01166 -1.61541 -0.58
O -1.75714 1.55118 1.16239 -0.64
O 1.35747 0.65848 1.85699 -0.58
S -1.36546 1.14350 -0.20009 0.39
H -1.27693 -0.92210 -1.89005 0.22
H -1.50458 -2.61240 -0.83145 0.28
H 0.40434 2.42834 0.50681 0.39
H 0.69837 1.76481 -1.14836 0.58
H 2.27196 0.37871 0.13903 0.56
H -1.43703 -0.88174 1.16181 0.42
H 0.35001 0.84798 2.10950 0.43
```

As for the frontier orbital gap: 10.2 eV. The total energy comes out at -23763.7406 eV. The molar mass is 161.18 g/mol.



Computed, not measured: C5H7NO3S2 in the gas phase at a distorted geometry, with ωB97M-V/def2-TZVPD.

```
18
Properties=species:S:1:pos:R:3:mulliken_charge:R:1
N -3.98651 0.38404 -0.46219 -0.38
C -3.31321 -0.39004 0.06801 0.42
S -2.07137 -1.48200 0.48542 -0.11
C -0.43260 -0.64918 -0.25507 0.24
O -0.22750 -0.81566 -1.60782 -0.48
C 0.75909 -1.24769 0.50653 -0.95
C 1.86165 -0.15008 0.09723 -0.85
C 1.27512 1.23009 0.29238 -0.62
S -0.50346 1.05495 0.21121 1.15
O -0.98349 1.22807 1.53603 -0.63
O -1.13123 1.92281 -0.74828 -0.64
H -0.66068 -0.05227 -2.03040 0.46
H 0.95159 -2.20196 0.02743 0.42
H 0.56117 -1.52192 1.54141 0.39
H 2.85487 -0.44452 0.45513 0.41
H 1.82559 -0.30409 -0.90224 0.42
H 1.51338 1.49972 1.26523 0.42
H 1.70759 1.93975 -0.47998 0.32
```

As for the frontier orbital gap: 10.2 eV. The total energy comes out at -34599.1088 eV. The molar mass is 193.25 g/mol.



Computed, not measured: C5H7NO4 in the gas phase at a distorted geometry, with ωB97M-V/def2-TZVPD.

```
17
Properties=species:S:1:pos:R:3:mulliken_charge:R:1
C 0.79595 1.23135 -0.44684 -0.34
C 1.71329 0.44056 0.02190 0.38
C -0.62664 0.91150 -0.63692 -0.91
C -0.76774 -0.55611 0.03350 1.20
C -1.92553 -0.41772 1.08452 -1.49
N 3.00482 0.02746 0.14197 0.82
O 3.63139 0.80481 0.83141 -0.50
O 3.36238 -0.99589 -0.35415 -0.49
O 0.28053 -0.95968 0.66299 -0.62
O -1.17804 -1.34880 -1.10906 -0.58
H 0.99680 2.24878 -0.83779 0.36
H -1.32779 1.66650 -0.38562 0.42
H -0.92707 0.50103 -1.70646 0.29
H -2.03968 -1.41317 1.62022 0.34
H -2.81539 -0.23711 0.52663 0.41
H -1.55111 0.19531 1.87159 0.38
H -0.62619 -2.09883 -1.31788 0.33
```

As for the frontier orbital gap: 8.1 eV. The total energy comes out at -14970.5545 eV. The molar mass is 145.11 g/mol.



Computed, not measured: a gas-phase ion, C5H7NP (charge +1) at a distorted geometry, with ωB97M-V/def2-TZVPD.

```
14
Properties=species:S:1:pos:R:3:mulliken_charge:R:1
C -1.06315 -1.61657 -0.24440 -0.64
C -1.96735 -0.66021 -0.06056 -0.09
C -1.84649 0.76716 -0.20183 -0.19
C -0.65799 1.42310 -0.09252 -0.67
C 0.54546 0.79838 -0.08654 0.72
N 1.68444 0.48324 -0.02718 -0.15
P 3.20920 -0.38487 -0.11888 -0.05
H -0.19445 -1.57034 -0.92091 0.35
H -1.33192 -2.60960 0.24409 0.22
H -2.73289 -1.02101 0.57099 0.28
H -2.71324 1.30025 -0.13156 0.47
H -0.44180 2.43368 -0.05382 0.41
H 3.43043 -0.29041 1.33327 0.16
H 4.07977 0.94720 -0.21016 0.17
```

As for the frontier orbital gap: 8.6 eV. The net charge is +1. The total energy comes out at -16067.1183 eV. The molar mass is 112.09 g/mol.



Computed, not measured: a molecular structure, C5H7NS at a distorted geometry, with ωB97M-V/def2-TZVPD.

```
14
Properties=species:S:1:pos:R:3:mulliken_charge:R:1
C -0.03240 0.02993 -1.07926 0.00
C -0.95666 0.61485 0.07963 -0.21
C 1.04036 0.32071 0.02297 -0.37
C 0.55163 -0.61228 1.07281 -0.37
C -0.69714 -0.32544 1.27093 -0.35
H -0.51018 -1.80244 -2.64960 0.13
H 0.02908 0.72662 -1.89138 0.47
H -1.93207 1.31889 -0.02253 0.30
H 0.03985 1.82637 1.08787 0.32
H 2.14194 0.42763 -0.17607 0.40
H 1.27096 -1.32222 1.65290 0.31
H -1.11404 -1.21515 1.90217 0.24
N 0.18699 1.67123 0.07494 -0.58
S -0.01832 -1.65870 -1.34538 -0.27
```

As for the frontier orbital gap: 9.8 eV. The total energy comes out at -17618.9295 eV. The molar mass is 113.18 g/mol.



Computed, not measured: C5H7NS in the gas phase at a distorted geometry, with ωB97M-V/def2-TZVPD.

```
14
Properties=species:S:1:pos:R:3:mulliken_charge:R:1
C -0.56294 1.34658 0.16233 -0.32
C -1.14995 0.04512 0.51068 -0.37
C -0.18081 -1.11391 0.15086 -0.85
C 0.23551 -1.34276 -1.26765 -0.17
C 1.75428 1.86847 0.91014 -0.27
N 0.68223 1.59079 0.52715 0.03
S 1.78491 -1.24390 -1.78421 -0.21
H -1.00717 2.29807 -0.31527 0.31
H -1.34879 -0.26236 1.54034 0.30
H -2.11424 -0.19042 -0.15890 0.25
H 0.60515 -0.88909 0.74266 0.51
H -0.71992 -2.04785 0.62087 0.32
H -0.67641 -1.71007 -1.90858 0.24
H 2.69816 1.65133 0.26959 0.22
```

As for the frontier orbital gap: 7.5 eV. The total energy comes out at -17619.3004 eV. The molar mass is 113.18 g/mol.



Computed, not measured: C5H7NS in the gas phase at a distorted geometry, with ωB97M-V/def2-TZVPD.

```
14
Properties=species:S:1:pos:R:3:mulliken_charge:R:1
S -2.99566 0.25815 -0.00330 -0.18
N -1.69042 -0.85590 -0.00344 -0.59
C -0.52725 -0.34463 -0.00087 0.37
C -0.11525 1.11483 0.00604 -0.59
C 1.38839 1.03231 0.00643 -0.50
C 1.83961 -0.22195 -0.00782 -0.38
C 0.72335 -1.22523 -0.00310 -0.38
H -3.95600 -0.69918 0.02142 0.17
H -0.51245 1.64865 -0.88068 0.35
H -0.52389 1.60981 0.85989 0.39
H 2.00852 1.91063 -0.00519 0.42
H 2.88909 -0.48290 -0.00884 0.41
H 0.73445 -1.87118 0.89578 0.26
H 0.73749 -1.87341 -0.87632 0.27
```

As for the frontier orbital gap: 9.7 eV. The total energy comes out at -17622.7034 eV. The molar mass is 113.18 g/mol.



Computed, not measured: C5H7NS in the gas phase at a distorted geometry, with ωB97M-V/def2-TZVPD.

```
14
Properties=species:S:1:pos:R:3:mulliken_charge:R:1
C -2.30220 0.24357 0.64802 -0.77
S -1.70833 -0.36783 -0.82957 -0.08
N -0.07271 -0.24888 -0.67801 0.06
C 0.68786 -1.23807 -0.21200 -0.11
C 1.87767 -0.79231 0.17851 -0.48
C 1.99579 0.64336 -0.15110 -0.50
C 0.73354 0.96970 -0.76509 -0.48
H -3.38145 0.54659 0.62167 0.32
H -2.12163 -0.41925 1.45577 0.29
H -1.70636 1.23598 1.14972 0.23
H 0.06881 -2.21131 -0.63272 0.25
H 2.80600 -1.27539 0.51997 0.32
H 2.88920 1.06290 -0.24585 0.49
H 0.23383 1.85094 -1.05932 0.45
```

As for the frontier orbital gap: 9.4 eV. The total energy comes out at -17620.8622 eV. The molar mass is 113.18 g/mol.



- Which of these has the highest total energy?
  C5H7NO4



Repeat the third record exactly.
Computed, not measured: C5H7NO4 in the gas phase at a distorted geometry, with ωB97M-V/def2-TZVPD.

```
17
Properties=species:S:1:pos:R:3:mulliken_charge:R:1
C 0.79595 1.23135 -0.44684 -0.34
C 1.71329 0.44056 0.02190 0.38
C -0.62664 0.91150 -0.63692 -0.91
C -0.76774 -0.55611 0.03350 1.20
C -1.92553 -0.41772 1.08452 -1.49
N 3.00482 0.02746 0.14197 0.82
O 3.63139 0.80481 0.83141 -0.50
O 3.36238 -0.99589 -0.35415 -0.49
O 0.28053 -0.95968 0.66299 -0.62
O -1.17804 -1.34880 -1.10906 -0.58
H 0.99680 2.24878 -0.83779 0.36
H -1.32779 1.66650 -0.38562 0.42
H -0.92707 0.50103 -1.70646 0.29
H -2.03968 -1.41317 1.62022 0.34
H -2.81539 -0.23711 0.52663 0.41
H -1.55111 0.19531 1.87159 0.38
H -0.62619 -2.09883 -1.31788 0.33
```

As for the frontier orbital gap: 8.1 eV. The total energy comes out at -14970.5545 eV. The molar mass is 145.11 g/mol.